Computed, not measured: 4 unconnected molecules or ions with the total composition C45H37N2O10P2S in a non-equilibrium geometry, with ωB97M-V/def2-TZVPD.

Structure (XYZ):
```
97
Properties=species:S:1:pos:R:3:forces:R:3:mulliken_charge:R:1
N 5.388 -2.057 -4.150 -0.06 -0.04 -0.01 -0.520
C 4.970 -2.893 -5.283 -0.88 0.09 0.47 -0.797
C 3.746 -2.308 -6.040 0.61 -0.46 0.00 -0.558
C 2.386 -2.939 -5.761 -0.03 0.37 -0.03 -1.021
N 1.717 -2.630 -4.431 -0.22 -0.05 -0.62 0.256
O 2.508 -2.944 -3.316 0.38 0.27 0.04 -0.340
P 0.219 -3.803 -4.296 0.03 -1.27 0.14 0.456
S 0.808 -5.545 -3.798 0.06 0.21 -0.03 -0.265
P 1.190 -0.899 -4.189 -0.12 1.51 1.53 0.977
O -0.170 -0.947 -3.684 -0.11 -0.71 -0.21 -0.648
O 1.392 -0.197 -5.572 0.43 -0.24 -0.03 -0.533
O 2.228 -0.241 -3.233 -0.09 -0.97 -0.66 -0.376
H 4.845 -1.206 -4.095 0.06 0.14 -0.12 0.237
H 5.254 -2.505 -3.254 0.15 -0.20 -0.03 0.280
H 4.670 -3.887 -4.926 0.26 -0.08 -0.03 0.326
H 5.794 -3.063 -5.972 0.04 0.20 -0.04 0.383
H 3.730 -1.226 -5.926 -0.07 0.06 0.00 0.320
H 3.897 -2.488 -7.108 -0.09 0.05 0.00 0.395
H 2.418 -4.029 -5.826 0.13 -0.04 0.07 0.642
H 1.680 -2.582 -6.512 -0.09 -0.03 0.09 0.535
H 2.977 -3.768 -3.538 -0.26 -0.15 0.07 0.356
H -0.207 -3.722 -5.626 -0.16 0.54 0.04 0.117
H -0.665 -3.131 -3.453 0.11 0.26 -0.13 0.158
H 2.066 0.502 -5.523 -0.12 0.01 -0.22 0.364
H 2.040 -0.467 -2.264 0.45 0.74 0.28 0.442
C -7.951 3.598 -2.616 -0.01 -0.01 -0.02 -0.495
C -8.753 3.245 -3.696 0.02 0.00 0.02 -0.464
C -8.256 2.420 -4.691 -0.09 0.04 0.03 -0.609
C -6.951 1.951 -4.614 0.08 -0.01 0.02 0.236
C -6.140 2.321 -3.538 0.01 -0.04 -0.06 0.164
C -6.648 3.138 -2.536 -0.06 0.06 0.04 -0.573
C -4.725 1.865 -3.450 0.04 0.02 0.07 0.604
O -4.016 2.174 -2.515 0.00 -0.01 -0.01 -0.683
C -4.197 1.014 -4.558 -0.07 0.03 -0.03 -0.053
C -2.867 0.616 -4.524 0.12 -0.05 0.01 -0.645
C -2.357 -0.183 -5.533 -0.33 0.02 -0.13 0.048
C -3.181 -0.594 -6.577 0.05 0.01 0.01 -0.745
C -4.508 -0.200 -6.617 0.08 -0.05 -0.06 -0.672
C -5.018 0.612 -5.611 -0.01 0.04 0.06 0.127
C -6.444 1.051 -5.687 -0.06 -0.02 -0.06 0.644
O -7.156 0.685 -6.596 0.01 0.01 0.00 -0.651
H -8.345 4.238 -1.837 0.00 0.00 0.00 0.398
H -9.768 3.614 -3.760 0.00 0.00 0.01 0.408
H -8.873 2.135 -5.532 0.05 -0.05 -0.02 0.476
H -6.015 3.411 -1.703 0.05 -0.02 -0.03 0.471
H -2.240 0.937 -3.704 -0.05 0.00 0.04 0.596
H -1.327 -0.493 -5.480 -0.07 0.04 -0.18 0.485
H -2.787 -1.221 -7.368 -0.01 0.01 -0.01 0.401
H -5.156 -0.510 -7.425 -0.05 0.04 0.03 0.493
C 6.908 0.719 -0.072 -0.16 0.02 0.03 -0.662
C 6.178 -0.074 -0.949 0.00 -0.15 -0.10 -0.588
C 4.799 -0.137 -0.851 0.01 0.04 -0.07 0.126
C 4.126 0.599 0.116 -0.17 -0.09 -0.06 -0.037
C 4.862 1.375 1.015 -0.10 -0.02 -0.02 0.349
C 6.246 1.435 0.914 0.08 0.03 -0.03 -0.660
C 4.176 2.139 2.098 0.03 0.08 0.07 0.420
O 4.807 2.816 2.876 0.01 -0.01 0.00 -0.641
C 2.692 2.034 2.185 0.01 -0.03 -0.01 0.325
C 2.033 2.695 3.210 -0.07 0.04 0.06 -0.458
C 0.651 2.627 3.304 -0.03 0.00 0.01 -0.549
C -0.079 1.905 2.367 0.00 0.00 0.01 -0.526
C 0.572 1.240 1.342 -0.09 -0.01 0.03 -0.731
C 1.959 1.294 1.250 0.02 -0.07 -0.03 0.077
C 2.637 0.557 0.166 0.25 0.17 0.15 0.796
O 1.979 -0.061 -0.665 -0.06 -0.26 -0.26 -0.901
H 7.984 0.779 -0.156 0.01 -0.02 0.01 0.414
H 6.674 -0.655 -1.715 0.11 0.04 0.00 0.470
H 4.233 -0.756 -1.531 -0.03 -0.03 -0.03 0.242
H 6.796 2.053 1.611 -0.06 0.01 0.05 0.508
H 2.608 3.256 3.934 0.05 0.00 -0.04 0.508
H 0.141 3.135 4.111 0.00 -0.03 0.02 0.365
H -1.157 1.859 2.442 0.00 0.00 0.00 0.457
H 0.011 0.673 0.611 0.04 -0.01 -0.01 0.512
C 1.485 -2.788 6.361 -0.01 0.02 -0.01 -0.506
C 1.427 -1.717 5.475 -0.01 -0.01 0.03 -0.594
C 0.769 -0.554 5.834 0.07 -0.03 -0.11 -0.366
C 0.158 -0.457 7.078 -0.04 0.00 0.06 0.051
C 0.199 -1.539 7.958 -0.03 0.06 0.00 0.508
C 0.871 -2.700 7.598 0.05 -0.07 -0.06 -0.762
C -0.485 -1.479 9.283 0.00 -0.06 0.07 0.566
O -0.442 -2.416 10.049 0.00 0.00 -0.02 -0.649
C -1.224 -0.231 9.628 0.02 0.01 -0.07 0.143
C -1.910 -0.166 10.834 -0.05 0.04 0.08 -0.568
C -2.593 0.988 11.179 0.01 0.02 -0.02 -0.477
C -2.587 2.085 10.325 0.00 -0.02 0.01 -0.510
C -1.908 2.026 9.120 -0.06 0.06 0.05 -0.458
C -1.230 0.866 8.763 0.03 -0.06 -0.02 0.122
C -0.530 0.813 7.451 0.01 0.07 -0.03 0.440
O -0.518 1.771 6.704 0.00 0.01 -0.06 -0.663
H 2.006 -3.695 6.082 0.00 0.00 0.00 0.382
H 1.898 -1.792 4.503 0.01 0.00 0.00 0.475
H 0.723 0.287 5.155 -0.02 0.04 0.05 0.652
H 0.905 -3.528 8.294 -0.05 0.03 0.04 0.493
H -1.905 -1.024 11.492 0.05 -0.03 -0.04 0.478
H -3.130 1.035 12.117 0.00 0.00 0.00 0.407
H -3.116 2.988 10.601 0.00 0.00 0.00 0.408
H -1.899 2.872 8.448 0.03 -0.03 -0.04 0.465
```
Forces are in eV/Å.

Output
Total charge   +1
HOMO energy   -11.047 eV
Calculated total energy   -100129.6459 eV
Frontier orbital gap   7.6 eV

Computed, not measured: 2 unconnected molecules or ions with the total composition C2H5F2N2P in a non-equilibrium geometry, with ωB97M-V/def2-TZVPD.

Structure (XYZ):
```
12
Properties=species:S:1:pos:R:3:forces:R:3:mulliken_charge:R:1
C -2.316 1.261 -0.483 -2.73 -1.65 0.53 -0.635
C 3.673 0.156 -0.439 0.95 0.39 0.08 -0.088
N -1.055 1.474 0.051 -0.67 0.22 -0.88 0.013
N 2.882 -0.506 -1.117 -0.76 0.53 0.28 -0.364
F 1.241 2.309 0.085 -0.06 -0.86 -0.97 -0.285
F 0.871 0.364 1.268 -0.48 -0.03 -2.00 -0.313
P 0.371 0.953 -0.243 2.61 0.90 3.60 0.395
H -2.508 1.692 -1.530 0.43 -1.01 1.32 0.268
H -2.639 0.106 -0.266 0.44 2.64 -1.22 0.265
H 4.697 -0.266 -0.484 0.01 0.28 0.32 0.280
H 3.551 1.125 0.136 -0.30 -1.10 -0.62 0.211
H -3.052 1.816 0.164 0.56 -0.31 -0.44 0.254
```
Forces are in eV/Å.

Output
Total charge   0
Energy above the lowest of the compared OMol25 structures with the same formula, charge and spin   90.33 kcal per mole
HOMO energy (spin up / spin down)   -9.731 / -10.076 eV
Calculated total energy   -19856.2528 eV
Frontier orbital gap (spin up / spin down)   7.2 / 9.5 eV

Repeat the second record exactly.
Computed, not measured: 2 unconnected molecules or ions with the total composition C2H5F2N2P in a non-equilibrium geometry, with ωB97M-V/def2-TZVPD.

Structure (XYZ):
```
12
Properties=species:S:1:pos:R:3:forces:R:3:mulliken_charge:R:1
C -2.316 1.261 -0.483 -2.73 -1.65 0.53 -0.635
C 3.673 0.156 -0.439 0.95 0.39 0.08 -0.088
N -1.055 1.474 0.051 -0.67 0.22 -0.88 0.013
N 2.882 -0.506 -1.117 -0.76 0.53 0.28 -0.364
F 1.241 2.309 0.085 -0.06 -0.86 -0.97 -0.285
F 0.871 0.364 1.268 -0.48 -0.03 -2.00 -0.313
P 0.371 0.953 -0.243 2.61 0.90 3.60 0.395
H -2.508 1.692 -1.530 0.43 -1.01 1.32 0.268
H -2.639 0.106 -0.266 0.44 2.64 -1.22 0.265
H 4.697 -0.266 -0.484 0.01 0.28 0.32 0.280
H 3.551 1.125 0.136 -0.30 -1.10 -0.62 0.211
H -3.052 1.816 0.164 0.56 -0.31 -0.44 0.254
```
Forces are in eV/Å.

Output
Total charge   0
Energy above the lowest of the compared OMol25 structures with the same formula, charge and spin   90.33 kcal per mole
HOMO energy (spin up / spin down)   -9.731 / -10.076 eV
Calculated total energy   -19856.2528 eV
Frontier orbital gap (spin up / spin down)   7.2 / 9.5 eV

The highest calculated total energy belongs to which entry?
C2H5F2N2P

The highest total charge belongs to which entry?
C45H37N2O10P2S

Among the records above, which one has the highest total charge?
C45H37N2O10P2S